No. 1
{
  "formula": "C5H10O2",
  "method": "the ωB97M-V functional and the def2-TZVPD basis",
  "elements": ["C", "O", "C", "C", "C", "C", "O", "H", "H", "H", "H", "H", "H", "H", "H", "H", "H"],
  "xyz": [[-1.65223, -1.63035, 0.40526], [-0.43412, -1.17627, -0.20329], [-0.18217, 0.26936, -1.05991], [-0.28867, 1.68184, -0.52102], [1.05800, 0.97675, -0.68669], [1.62365, 0.36046, 0.77024], [1.78029, -0.99383, 0.73764], [-2.00117, -2.56196, -0.06870], [-2.40686, -0.86068, 0.27257], [-1.54674, -1.83977, 1.48561], [-0.55163, -0.06728, -2.01821], [-0.68199, 2.48960, -1.15908], [-0.57597, 1.81963, 0.52072], [1.83810, 1.27085, -1.40927], [2.53715, 0.93978, 1.01505], [0.80782, 0.65324, 1.45471], [0.67653, -1.33137, 0.46438]],
  "forces_ev_per_angstrom": [[-0.24, 0.46, -0.27], [-0.05, 1.57, -0.70], [-0.67, -1.72, 1.15], [-0.10, -0.53, 0.26], [0.43, -0.89, 1.36], [-0.87, 1.26, -1.43], [-1.65, -0.73, -0.39], [0.26, 0.37, -0.06], [-0.27, 0.00, 0.09], [0.34, 0.31, -0.45], [0.31, 0.43, -0.09], [0.34, -0.70, 0.02], [0.01, -0.11, -0.16], [-0.71, -0.30, 0.26], [-0.31, -0.53, -0.03], [0.30, 0.15, 0.14], [2.88, 0.97, 0.30]],
  "homo_ev": -8.85,
  "homo_lumo_gap_ev": 9.728
}



No. 2
{
  "formula": "C5H10O2",
  "method": "the ωB97M-V functional and the def2-TZVPD basis",
  "elements": ["C", "C", "C", "O", "C", "H", "H", "H", "H", "H", "H", "H", "H", "C", "O", "H", "H"],
  "xyz": [[0.51681, -1.25425, 1.71629], [0.62693, 0.18298, 1.34337], [0.74632, 0.59419, 0.07533], [0.88201, -0.28405, -0.95636], [0.64598, 0.26560, -2.23927], [1.14870, -1.57578, 2.55014], [-0.49889, -1.54371, 2.01423], [0.77099, -1.90321, 0.87738], [0.63783, 0.92585, 2.13535], [0.88288, 1.64636, -0.17535], [-0.41019, 0.52703, -2.37044], [1.25546, 1.16220, -2.40805], [0.92422, -0.49542, -2.97033], [-1.94854, 0.45586, 0.11880], [-2.26621, 1.53919, -0.30217], [-2.21725, 0.14951, 1.13967], [-1.69706, -0.39237, -0.54859]],
  "forces_ev_per_angstrom": [[-0.16, -0.85, 0.02], [0.18, 0.06, -0.30], [0.74, 0.02, 0.58], [-0.12, 0.03, 0.16], [-0.05, 0.12, -0.31], [0.07, 0.40, -0.05], [-0.05, 0.21, -0.01], [0.02, 0.11, -0.04], [-0.10, 0.03, -0.23], [-0.23, -0.12, -0.03], [0.10, 0.00, 0.02], [-0.05, -0.10, 0.06], [-0.03, 0.09, 0.13], [-1.80, -0.34, -0.34], [0.51, 0.01, -0.04], [0.45, 0.10, 0.35], [0.52, 0.25, 0.04]],
  "homo_ev": -8.78,
  "smiles": "C/C=C\\OC.C=O",
  "homo_lumo_gap_ev": 9.738
}



No. 3
{
  "formula": "C5H10O2",
  "method": "the ωB97M-V functional and the def2-TZVPD basis",
  "elements": ["C", "C", "C", "O", "C", "O", "C", "H", "H", "H", "H", "H", "H", "H", "H", "H", "H"],
  "xyz": [[-1.43284, -1.01758, -0.39331], [-0.44879, -0.19267, -1.41856], [0.90290, -0.07381, -1.09939], [1.11538, 1.02056, -0.25786], [1.00745, 0.66003, 1.01576], [0.20585, -0.42336, 1.22414], [-1.28900, -0.00948, 0.94647], [-0.96099, -2.01911, -0.00536], [-2.54134, -1.14219, -0.80857], [-0.52852, -0.54197, -2.54156], [-0.87175, 0.84840, -1.38943], [1.57169, 0.06261, -1.88997], [1.46951, -1.10189, -0.88409], [1.90957, 0.56823, 1.70523], [0.51696, 1.63994, 1.46195], [-1.98768, -0.27778, 1.72230], [-1.58567, 0.98715, 0.59347]],
  "forces_ev_per_angstrom": [[0.39, 1.09, 0.93], [-5.96, -1.47, -2.67], [5.08, -2.56, 0.49], [1.57, -0.27, -1.55], [-0.71, 3.64, 5.35], [-3.70, 1.38, 0.81], [0.82, -3.82, -3.09], [-1.11, 1.78, -1.15], [2.49, 0.30, 0.89], [-0.21, 0.32, 2.19], [0.25, -0.88, -0.45], [0.30, 1.24, -2.17], [-1.51, 1.69, 1.02], [-0.24, -0.52, -1.60], [0.73, -1.62, -0.11], [0.51, -0.41, 0.73], [1.31, 0.13, 0.39]],
  "homo_ev": -9.68,
  "smiles": "C1CCOCOC1",
  "homo_lumo_gap_ev": 10.784
}



No. 4
{
  "formula": "C5H10O2",
  "method": "the ωB97M-V functional and the def2-TZVPD basis",
  "elements": ["C", "C", "C", "O", "H", "H", "H", "H", "H", "H", "C", "C", "O", "H", "H", "H", "H"],
  "xyz": [[-0.59862, -1.55434, 0.25151], [0.48507, -1.24899, -0.45506], [1.80188, -0.82831, 0.15214], [2.53655, 0.08531, -0.62319], [-0.61167, -1.46046, 1.33788], [-1.52336, -1.87811, -0.22007], [0.46483, -1.28676, -1.54479], [1.62698, -0.45820, 1.17962], [2.43224, -1.71964, 0.24103], [1.95395, 0.83589, -0.82922], [-1.85509, 1.19818, 0.10540], [-0.39472, 1.49288, 0.04379], [0.23413, 1.55381, -0.99103], [-2.15974, 0.75776, 1.05894], [-2.18705, 0.57837, -0.73221], [-2.30237, 2.20300, 0.01401], [0.09700, 1.72961, 1.01125]],
  "forces_ev_per_angstrom": [[0.14, -0.04, -0.06], [-0.11, -0.15, 0.08], [-0.09, -0.34, 0.24], [-0.06, 0.19, -0.09], [0.05, -0.09, -0.15], [0.19, 0.00, 0.05], [0.03, -0.09, 0.17], [0.06, -0.06, -0.19], [-0.01, 0.08, 0.03], [0.13, -0.14, 0.00], [-0.23, 0.41, -0.11], [0.21, 0.03, -0.34], [-0.31, 0.22, 0.41], [0.11, 0.13, -0.14], [0.15, 0.24, 0.14], [-0.23, -0.30, 0.09], [-0.01, -0.07, -0.13]],
  "homo_ev": -9.66,
  "smiles": "C=CCO.CC=O",
  "homo_lumo_gap_ev": 10.591
}



No. 5
{
  "formula": "C5H10O2",
  "method": "the ωB97M-V functional and the def2-TZVPD basis",
  "elements": ["C", "C", "C", "O", "C", "C", "O", "H", "H", "H", "H", "H", "H", "H", "H", "H", "H"],
  "xyz": [[1.41954, -1.95861, 0.01037], [0.28615, -1.15330, -0.62269], [-0.39803, -0.20218, 0.32646], [1.05753, 0.86198, 0.78597], [-1.21972, 0.80229, -0.46480], [-1.63582, 2.03110, 0.29774], [-0.88195, 2.66101, 1.02431], [1.76849, -2.75494, -0.65598], [2.27673, -1.31014, 0.22415], [1.08902, -2.41136, 0.95163], [0.64405, -0.68569, -1.56018], [-0.52168, -1.84475, -0.91473], [1.07833, 0.41379, 1.64471], [0.58233, 1.70956, 0.97498], [-2.12430, 0.26196, -0.77611], [-0.75387, 1.17367, -1.40397], [-2.66681, 2.40561, 0.15817]],
  "forces_ev_per_angstrom": [[0.04, -0.03, 0.05], [-0.02, -0.05, 0.05], [0.04, 0.07, -0.38], [-0.17, 0.00, 0.05], [-0.02, -0.03, 0.09], [0.35, 0.31, 0.32], [-0.39, -0.39, -0.45], [-0.06, 0.12, 0.09], [-0.13, -0.12, -0.03], [0.03, 0.05, -0.14], [-0.06, 0.02, 0.16], [0.07, 0.11, 0.04], [0.14, 0.07, -0.07], [-0.06, -0.07, 0.01], [0.13, 0.05, 0.05], [0.02, -0.05, 0.14], [0.08, -0.05, 0.02]],
  "homo_ev": -7.66,
  "homo_lumo_gap_ev": 8.464
}



No. 6
{
  "formula": "C5H10O2",
  "method": "the ωB97M-V functional and the def2-TZVPD basis",
  "elements": ["C", "C", "O", "H", "H", "H", "H", "C", "C", "O", "C", "H", "H", "H", "H", "H", "H"],
  "xyz": [[0.28322, -0.64413, 2.06587], [-0.91384, -0.45845, 2.64633], [-1.75615, -1.48386, 2.90605], [0.86723, 0.20569, 1.64078], [0.76994, -1.62154, 2.16187], [-1.30349, 0.51344, 2.87310], [-2.55362, -1.08401, 3.27546], [1.75429, 0.17830, -1.07857], [0.52913, 0.64317, -1.40497], [-0.32726, 1.13026, -0.44055], [-0.06799, 0.47032, -2.75997], [2.34002, -0.38652, -1.77552], [2.27353, 0.65267, -0.25727], [-1.21685, 0.67473, -0.54731], [0.73860, 0.22382, -3.50216], [-0.78893, -0.37437, -2.74479], [-0.62781, 1.36049, -3.05835]],
  "forces_ev_per_angstrom": [[2.04, 0.02, -0.34], [-1.59, -0.89, -0.21], [1.13, 1.21, 0.00], [-0.70, -0.83, 0.87], [-0.30, 0.28, -0.47], [-0.14, 0.54, -0.05], [-0.26, -0.38, 0.21], [0.85, 1.25, 0.63], [-2.56, -0.72, 0.01], [-0.07, -0.93, -0.69], [0.57, -0.69, -0.55], [0.10, -0.10, -0.31], [-0.02, -0.51, 0.46], [1.39, 1.15, -0.17], [-0.95, 0.32, 0.62], [0.30, 0.33, -0.01], [0.20, -0.04, 0.01]],
  "multiplicity": 2,
  "homo_ev": [-14.40, -12.25],
  "s_squared": 0.757,
  "charge": 1,
  "homo_lumo_gap_ev": [11.133, 3.662]
}



No. 7
{
  "formula": "C5H10O2P",
  "method": "the ωB97M-V functional and the def2-TZVPD basis",
  "elements": ["C", "C", "C", "C", "C", "O", "O", "P", "H", "H", "H", "H", "H", "H", "H", "H", "H", "H"],
  "xyz": [[-0.67051, -0.95213, -0.01874], [-0.58631, -0.05149, 0.94355], [-1.35690, -0.20770, 2.27865], [-0.27770, 1.43917, 0.82401], [0.23777, -0.33910, -2.15658], [2.22646, -1.84850, -1.13375], [2.23863, 0.74572, -0.93895], [1.92488, -0.52917, -1.66915], [-0.95202, -2.05131, -0.03403], [-1.46112, -1.24817, 2.37724], [-0.76588, 0.15487, 3.03373], [-2.35442, 0.17852, 2.32288], [-0.42583, 1.89092, 1.69139], [0.79996, 1.41088, 0.46992], [-0.90949, 1.93171, -0.05244], [-0.23218, -0.88982, -2.97262], [-0.06340, 0.68924, -2.09032], [2.62805, -0.32361, -2.87478]],
  "forces_ev_per_angstrom": [[1.43, -0.49, -2.74], [-2.93, 1.53, 0.24], [0.33, -1.86, -2.46], [1.55, -2.34, -6.76], [-2.09, -0.82, 2.47], [0.39, -2.27, 0.66], [0.09, 0.17, 0.55], [0.81, 2.35, -0.03], [0.39, 1.73, 0.24], [-0.27, -1.64, 0.77], [1.27, 0.96, 2.10], [-0.44, 0.80, -0.38], [-0.57, 2.20, 3.69], [-0.94, 0.79, 0.32], [1.24, -0.94, 1.86], [-0.02, -0.23, 0.37], [-0.21, 0.37, -0.17], [-0.01, -0.33, -0.73]],
  "homo_ev": -4.50,
  "charge": -1,
  "homo_lumo_gap_ev": 8.128
}



No. 8
{
  "formula": "C5H10O3",
  "method": "the ωB97M-V functional and the def2-TZVPD basis",
  "elements": ["C", "C", "C", "C", "C", "O", "O", "H", "H", "H", "H", "H", "H", "H", "H", "O", "H", "H"],
  "xyz": [[1.66923, -2.38237, -0.77099], [0.62621, -1.55214, -0.86588], [0.70117, -0.13242, -0.32156], [-0.23146, -0.07050, 0.89488], [0.01614, 1.23765, 1.64611], [0.39233, 2.26166, 1.15998], [-0.14945, 1.07034, 2.98893], [2.45067, -2.04791, -0.09688], [1.61845, -3.34135, -1.26919], [-0.30111, -1.90066, -1.28419], [0.26369, 0.38905, -1.16822], [1.69092, 0.28213, -0.18117], [-0.08236, -0.88823, 1.59389], [-1.27711, 0.04915, 0.61222], [-0.42203, 1.89096, 3.41718], [-2.24857, 1.46856, -1.80260], [-2.19184, 1.27118, -2.75091], [-2.52489, 2.39489, -1.80159]],
  "forces_ev_per_angstrom": [[-1.20, 0.58, 0.08], [1.83, -0.08, 0.75], [-1.88, -1.45, -0.97], [0.78, 1.94, 0.40], [0.55, -0.80, 0.34], [-0.29, 0.44, -0.14], [-0.74, -0.31, -0.01], [0.57, -0.41, -0.57], [0.39, -0.19, 0.41], [-0.29, 0.22, -0.46], [-0.12, 0.89, 0.26], [0.24, -0.36, 0.33], [-0.16, -0.15, -0.11], [-0.13, -0.56, -0.21], [0.44, 0.28, -0.14], [-0.09, 0.20, -0.56], [0.02, -0.10, 0.38], [0.09, -0.15, 0.21]],
  "homo_ev": -9.44,
  "smiles": "C=CCCC(=O)O.O",
  "homo_lumo_gap_ev": 10.065
}



No. 9
{
  "formula": "C5H10O3",
  "method": "the ωB97M-V functional and the def2-TZVPD basis",
  "elements": ["C", "C", "C", "C", "C", "O", "O", "H", "H", "H", "H", "H", "H", "H", "H", "O", "H", "H"],
  "xyz": [[-1.44610, 0.63132, -1.70466], [-0.40711, 0.30944, -0.96197], [-0.33463, -0.64847, 0.12168], [1.02942, -1.49907, -0.02421], [2.15737, -0.54658, 0.25432], [2.90630, 0.01700, -0.51721], [2.28694, -0.46887, 1.59350], [-2.31852, 0.08691, -1.74558], [-1.49330, 1.37738, -2.38003], [0.61897, 0.82333, -1.16425], [-1.12500, -1.34969, 0.31343], [-0.48653, -0.08157, 1.06833], [0.89508, -1.87745, -1.03735], [1.26086, -2.36000, 0.65084], [2.94807, -0.11576, 2.19982], [-1.95020, 2.03014, 1.43482], [-2.85418, 1.78256, 1.31124], [-1.68744, 1.88940, 0.58727]],
  "forces_ev_per_angstrom": [[0.91, -1.22, 1.28], [2.01, 1.51, -1.29], [0.96, -1.52, 2.51], [-1.19, 0.60, 0.60], [2.52, 0.54, -0.67], [-1.02, -0.47, 0.51], [-1.53, -0.93, 1.23], [-1.99, -1.40, 0.70], [0.64, 2.55, -2.21], [-2.01, -0.53, 0.44], [-0.82, -0.50, -1.03], [1.12, -0.11, -0.27], [0.97, 0.19, -0.10], [-1.06, 0.72, -0.31], [0.52, 0.55, -1.37], [-0.88, 0.59, 3.42], [-1.26, -0.13, 0.64], [2.11, -0.44, -4.07]],
  "homo_ev": -10.01,
  "smiles": "C=CCCC(=O)O.O",
  "homo_lumo_gap_ev": 10.689
}



No. 10
{
  "formula": "C5H10O4Y",
  "method": "the ωB97M-V functional and the def2-TZVPD basis",
  "elements": ["O", "C", "C", "O", "C", "C", "O", "C", "H", "H", "H", "H", "H", "H", "H", "H", "H", "Y", "O", "H"],
  "xyz": [[-1.17721, -2.82972, 0.08169], [-0.88885, -2.75017, -1.21913], [-0.66267, -1.56790, -1.83896], [-2.11254, 1.40134, 0.50440], [-0.48401, 1.57546, -0.66578], [0.57059, 1.58471, 0.43569], [0.58329, 0.35761, 1.18373], [1.87683, -0.13640, 1.52051], [-0.99756, -3.66248, -1.82193], [-0.48061, -1.46525, -2.91169], [-0.66560, 2.60665, -1.00655], [0.10257, 1.25521, -1.54256], [1.56383, 1.80270, 0.02345], [0.28537, 2.32727, 1.19300], [1.75507, -1.19040, 1.79222], [2.55446, -0.04629, 0.65986], [2.26232, 0.42770, 2.38022], [-1.20336, -0.98752, 0.97409], [-0.97901, -0.42604, -1.14123], [-1.90292, 1.72353, 1.39896]],
  "forces_ev_per_angstrom": [[-0.26, 0.85, 1.25], [0.47, -0.20, -2.56], [-0.81, -0.70, -0.10], [1.70, -2.19, -0.98], [3.10, 2.57, -0.12], [-1.41, 1.12, 1.09], [0.20, -0.43, -0.45], [0.68, -0.03, 0.31], [0.50, 0.24, 0.42], [0.01, -0.11, 0.40], [-1.22, -0.25, 1.06], [-1.47, -0.97, 0.14], [-0.24, -0.14, 0.01], [0.45, 0.19, -0.30], [0.21, 0.11, -0.01], [-0.21, -0.14, 0.29], [0.03, -0.21, -0.25], [-1.25, 1.02, -1.86], [-0.78, -1.41, 2.17], [0.28, 0.66, -0.50]],
  "homo_ev": [-10.86, -10.86],
  "charge": 1,
  "homo_lumo_gap_ev": [5.892, 5.893]
}